No. 1
{
  "formula": "C26H46OP2Ti",
  "method": "wB97M-V/def2-TZVPD",
  "species": ["Ti", "C", "C", "C", "C", "C", "C", "H", "H", "H", "C", "H", "H", "H", "C", "H", "H", "H", "C", "H", "H", "H", "C", "H", "H", "H", "C", "C", "C", "C", "C", "C", "C", "C", "H", "H", "H", "H", "H", "H", "H", "H", "H", "H", "H", "H", "P", "P", "C", "C", "H", "H", "H", "H", "C", "H", "H", "H", "C", "H", "H", "H", "C", "H", "H", "H", "C", "H", "H", "H", "C", "C", "O", "H", "H", "H"],
  "xyz": [[-0.372967, 0.046075, -0.810225], [-0.890274, -1.814061, 0.455855], [0.500072, -1.900342, 0.005497], [0.428310, -0.588300, 1.927597], [-0.897413, -1.005678, 1.653551], [1.281840, -1.064329, 0.886590], [-2.073177, -2.511462, -0.119537], [-1.789442, -3.207402, -0.915503], [-2.817077, -1.805008, -0.526648], [-2.592972, -3.088839, 0.658916], [-2.082765, -0.684010, 2.485175], [-2.954807, -1.262692, 2.159904], [-2.357950, 0.380596, 2.443580], [-1.886474, -0.922536, 3.538846], [0.842933, 0.184489, 3.122818], [0.646468, -0.377637, 4.049804], [0.301825, 1.137379, 3.209168], [1.916584, 0.411750, 3.099372], [2.753993, -0.866201, 0.830895], [3.237206, -1.343675, 1.696826], [3.033059, 0.198057, 0.858766], [3.188885, -1.308712, -0.073744], [1.066102, -2.851459, -0.992660], [1.649652, -3.641051, -0.491996], [1.756802, -2.351932, -1.686557], [0.281769, -3.351426, -1.569578], [-1.922572, 1.133702, -5.902552], [-2.000800, -0.209886, -5.931828], [-1.194204, -1.066154, -6.856667], [0.330116, -0.763167, -6.910796], [0.934143, -0.163897, -5.667824], [1.094984, 1.155633, -5.480116], [0.419292, 2.229705, -6.288442], [-1.028571, 1.943853, -6.798838], [-1.584617, -0.987052, -7.892211], [0.539065, -0.142945, -7.799530], [-1.331691, -2.117748, -6.557034], [-0.980950, 1.513043, -7.810570], [-2.641268, 1.716344, -5.309307], [-2.818660, -0.744072, -5.435188], [-1.506325, 2.933036, -6.907831], [0.390086, 3.146341, -5.677451], [1.898414, 1.515982, -4.836323], [1.024457, 2.476713, -7.177938], [0.831986, -1.732305, -7.086800], [1.446895, -0.887055, -5.026003], [-1.498400, 0.100789, -2.918073], [1.447345, 1.573191, -1.575603], [-0.921105, 1.818069, -3.280395], [0.315972, 2.535326, -2.661239], [-1.802186, 2.473876, -3.161157], [-0.744064, 1.731053, -4.354667], [0.949806, 2.933578, -3.469880], [-0.052278, 3.397972, -2.081704], [2.415715, 2.772121, -0.640180], [3.119610, 2.237905, 0.012805], [1.785236, 3.416249, -0.018976], [2.982767, 3.394416, -1.347742], [2.702590, 0.724845, -2.578255], [3.164220, 1.442237, -3.266300], [2.280574, -0.106525, -3.156645], [3.477768, 0.318356, -1.915848], [-3.295187, 0.054902, -2.943211], [-3.642324, -0.774262, -2.307490], [-3.676176, -0.084469, -3.958627], [-3.696896, 0.995627, -2.542208], [-0.687819, -1.418385, -3.492997], [0.353454, -1.498269, -3.153483], [-0.671000, -1.417197, -4.579779], [-1.223321, -2.318613, -3.161370], [-0.814237, 2.869845, 1.007845], [-0.839544, 1.697775, 0.110690], [-1.929871, 1.124449, -0.309845], [-0.631361, 2.536703, 2.037847], [-1.741541, 3.459789, 0.971552], [0.014090, 3.516579, 0.712276]],
  "forces_ev_per_a": [[1.7, -1.1, 2.5], [1.4, 0.4, 0.7], [-0.6, 0.6, 1.0], [-0.5, -0.1, -1.3], [0.7, -0.6, -1.3], [-1.3, -0.5, -0.4], [-0.6, -0.3, 0.0], [-0.1, 0.1, 0.1], [0.2, -0.3, 0.1], [0.1, 0.0, -0.2], [-0.4, 0.1, 0.2], [0.1, 0.2, 0.1], [0.0, -0.2, 0.0], [-0.1, 0.0, -0.2], [0.3, 0.4, 0.4], [0.0, 0.1, -0.3], [0.1, -0.2, 0.1], [-0.3, 0.0, 0.0], [0.6, 0.0, 0.1], [0.0, 0.1, -0.2], [0.0, -0.3, 0.0], [-0.1, 0.1, 0.2], [0.4, -0.4, -0.1], [-0.2, 0.2, -0.1], [-0.1, -0.2, 0.0], [0.2, 0.1, 0.0], [-0.9, -0.9, -0.4], [-0.8, 1.1, -0.9], [0.3, -0.5, -0.3], [-0.5, -0.5, -0.3], [1.0, 0.7, -0.4], [0.5, -0.7, -0.7], [-0.1, 0.2, -0.3], [0.2, 0.6, -0.1], [0.0, -0.1, 0.5], [0.0, -0.1, 0.5], [0.0, 0.3, -0.2], [-0.1, 0.0, 0.4], [0.2, -0.4, -0.2], [0.4, 0.4, 0.0], [0.2, -0.4, -0.2], [0.1, -0.2, -0.2], [-0.6, -0.2, 0.3], [0.0, 0.0, 0.3], [-0.1, 0.5, 0.0], [0.1, 0.5, -0.2], [0.6, 0.0, 2.5], [-0.7, -1.7, -0.1], [0.2, 0.3, -1.6], [0.3, 0.2, -0.1], [0.2, -0.5, 0.0], [0.0, 0.6, 0.5], [-0.4, 0.1, 0.1], [0.3, -0.3, -0.1], [0.3, 0.4, 0.0], [-0.2, 0.2, -0.2], [0.2, -0.2, -0.2], [-0.1, -0.1, 0.3], [0.4, 0.4, -0.5], [0.2, -0.3, 0.1], [0.0, 0.3, 0.2], [-0.2, 0.1, -0.1], [-0.6, -0.2, -0.5], [0.1, 0.3, -0.2], [-0.2, 0.1, 0.3], [0.3, -0.3, 0.0], [0.1, -0.2, -1.6], [-0.4, 0.2, 0.1], [0.1, -0.5, 0.2], [-0.1, 0.5, 0.2], [-0.6, 0.6, -0.4], [-2.9, -0.6, 0.7], [1.3, 2.5, 1.4], [0.0, 0.0, -0.3], [0.1, -0.2, 0.1], [-0.1, 0.0, 0.3]],
  "mulliken_charge": [-1.23, 1.27, 0.27, 0.93, 0.29, 0.83, -1.89, 0.30, 0.30, 0.51, -1.62, 0.38, 0.19, 0.38, -1.47, 0.37, 0.19, 0.39, -1.60, 0.42, 0.22, 0.32, -1.70, 0.37, 0.28, 0.30, -0.09, -0.30, -1.16, -1.03, 0.10, -0.87, -1.17, -0.85, 0.41, 0.38, 0.29, 0.35, 0.48, 0.62, 0.42, 0.13, 0.83, 0.48, 0.36, 0.80, 1.51, 1.46, 1.90, -1.63, 0.87, -2.85, 0.96, 0.48, -1.21, 0.30, 0.28, 0.46, -1.53, 0.66, -0.01, 0.52, -1.50, 0.35, 0.44, 0.44, 0.11, -0.39, -0.46, 0.62, -1.24, 0.91, -0.48, 0.19, 0.40, 0.22],
  "lumo_energy_ev": [-2.51, -2.47],
  "total_charge": 1,
  "e_tot_ha": -2625.3859,
  "max_force_ev_per_a": 3.23,
  "spin_multiplicity": 2,
  "relative_energy_kcal_mol": 0.0
}

***

No. 2
{
  "formula": "C3H2BrO3S",
  "method": "wB97M-V/def2-TZVPD",
  "species": ["C", "C", "C", "O", "O", "O", "S", "Br", "H", "H"],
  "xyz": [[-0.947385, -2.326334, 0.297979], [-0.966354, -1.210818, -0.212365], [-1.052010, -0.184965, -1.146372], [1.276030, 0.558803, 1.949760], [2.157510, 1.526116, -0.203421], [0.412468, 2.713049, 1.072070], [1.019643, 1.454105, 0.784158], [0.310536, -0.205460, -2.495865], [-0.813962, -3.083105, 1.069193], [-1.396475, 0.758608, -1.115137]],
  "forces_ev_per_a": [[0.1, 0.4, 1.0], [-0.7, -0.6, -0.7], [2.9, -2.8, -0.1], [-0.2, 0.9, -0.9], [-1.3, -0.1, 1.3], [-1.0, 2.0, 0.7], [2.4, -2.9, -1.2], [-0.4, -0.2, 0.0], [0.0, 0.5, -0.8], [-1.7, 2.7, 0.7]],
  "nbo_charge": [-0.22, -0.09, -0.30, -0.97, -0.97, -0.98, 2.06, 0.04, 0.23, 0.21],
  "lumo_energy_ev": [2.18, 3.24],
  "total_charge": -1,
  "e_tot_ha": -3313.3460,
  "max_force_ev_per_a": 4.03,
  "spin_multiplicity": 1,
  "relative_energy_kcal_mol": 60.3
}

***

Q: Which formula does entry 2 have?
A: C3H2BrO3S

***

Q: What is the formula in the first record?
A: C26H46OP2Ti